C32H37NO9 | the ωB97M-V functional and the def2-TZVPD basis

Calculated total energy: -1973.396318 Eh
F_max: 1.214 eV Å⁻¹
E_HOMO: -7.94 eV
Structure (SMILES): COc1ccc(O[C@H]2C=C[C@@H](c3ccccc3)O[C@@H]2COC(=O)CC/C(C)=N/OC[C@@H](O)COCc2ccco2)cc1
Total charge: 0

The geometry in XYZ format:
```
79
Properties=species:S:1:pos:R:3:forces:R:3:lowdin_charge:R:1
O -0.0172 2.1160 -0.7334 -0.618 0.944 0.446 -0.1067
O -1.6171 0.4844 3.5155 0.078 0.060 0.093 0.1044
O -1.6478 -0.1996 -3.8714 -0.138 -0.073 -0.105 -0.1131
O 0.8287 -0.3205 1.7235 0.014 0.237 0.089 -0.0599
O -3.8600 -1.6849 -1.5010 0.315 -0.323 0.066 0.0517
O 3.2597 -1.7646 -3.7986 0.061 0.148 0.245 -0.0924
O -0.7084 -0.8978 -1.0045 -0.301 -0.421 0.295 -0.0380
O -1.8369 -1.1437 1.9820 -0.095 -0.235 -0.317 0.0276
O 2.0682 -3.5205 1.3092 0.215 -0.191 -0.144 -0.0147
N -1.0388 1.6921 0.1243 0.123 -0.778 -0.063 0.1214
C -0.8006 -1.9159 2.5718 0.710 0.084 0.161 -0.0724
C -5.3688 -0.0557 -1.6005 0.059 -0.386 0.368 -0.0647
C 2.6834 2.0224 1.6800 -0.046 0.011 0.054 -0.0296
C 2.7760 -1.8091 2.9141 -0.106 -0.152 -0.037 -0.0176
C 0.5039 -1.6843 1.7808 -0.430 -0.568 0.007 -0.2282
C 2.1160 -3.8907 -1.0140 0.024 0.149 0.433 0.0095
C -1.6942 2.6226 0.6809 0.190 0.542 -0.238 -0.3124
C 2.9094 -2.5295 -4.9257 -0.041 -0.097 -0.153 -0.0916
C 2.1598 4.3457 1.9556 -0.029 0.105 0.011 -0.0954
C -3.1418 0.7789 1.6726 0.214 0.202 0.076 -0.0746
C 0.9257 2.6836 3.1691 0.024 -0.086 0.011 -0.0229
C -2.3913 -1.3135 -3.4163 0.043 -0.373 0.008 -0.1312
C -4.4822 0.0816 -2.6969 0.471 -0.463 -0.095 -0.0207
C 2.9837 -1.8162 -0.1909 -0.029 -0.075 0.174 0.0020
C -1.4202 4.0792 0.4686 0.291 -0.163 -0.166 -0.0081
C 2.9655 -2.2618 -2.5612 0.042 0.062 0.157 -0.2922
C -2.0969 0.0577 2.4965 -0.377 0.254 -0.081 -0.4795
C -0.1038 -0.0366 -1.9379 0.052 0.719 -0.232 -0.3073
C -3.5815 -0.9389 -2.5885 -0.097 0.712 -0.572 -0.2579
C 1.4113 0.2320 2.9015 -0.055 0.095 0.173 -0.2643
C 0.7421 1.0234 -1.2147 0.026 -0.688 -0.112 -0.1376
C 1.6482 -2.5926 2.2975 -0.358 0.321 0.190 -0.2350
C -4.9416 -1.1481 -0.9123 -0.645 0.515 0.061 -0.1386
C 1.1650 4.0109 2.8587 0.009 0.127 0.030 -0.0906
C 2.3913 -3.0496 0.0570 -0.025 -0.156 -0.288 -0.2648
C -2.8373 2.2721 1.5838 -0.023 -0.450 0.032 -0.1204
C 2.6532 -0.5355 3.2526 -0.098 -0.057 -0.092 -0.0084
C -1.1396 0.6394 -2.8578 0.351 0.011 0.310 -0.1482
C 3.2647 -1.4298 -1.4840 -0.052 -0.149 -0.321 -0.0013
C 2.9151 3.3484 1.3626 0.088 -0.017 -0.087 -0.0703
C 2.4006 -3.5072 -2.3117 0.062 0.127 -0.318 -0.0138
C 1.6897 1.6822 2.5881 -0.103 -0.128 0.040 -0.1597
H -3.7220 2.8098 1.2317 0.025 0.034 0.042 0.1271
H -6.2046 0.5711 -1.3654 -0.198 0.078 0.121 0.0979
H 3.6787 -2.3734 3.0980 0.152 -0.023 0.088 0.1236
H 3.7154 -0.4712 -1.6866 0.067 0.147 -0.020 0.1221
H 1.6682 -4.8517 -0.8161 -0.079 -0.102 0.030 0.1208
H -1.1035 -2.9608 2.4910 0.048 0.065 0.013 0.1451
H 1.2638 0.5375 -0.3837 -0.009 0.080 -0.151 0.0988
H 3.6860 3.6044 0.6508 0.070 0.026 -0.057 0.1043
H -1.7683 -1.9943 -2.8232 -0.128 0.026 -0.111 0.1255
H 1.2492 -3.2504 3.0846 0.054 0.125 -0.132 0.1621
H 3.2010 -1.9326 -5.7886 -0.039 -0.086 0.022 0.0925
H 3.4467 -3.4834 -4.9492 -0.034 0.024 0.007 0.0941
H -1.9349 4.6916 1.2030 -0.049 0.025 0.058 0.0826
H 0.6905 0.1880 3.7339 0.097 0.039 -0.179 0.1421
H -0.6648 1.4656 -3.3909 -0.038 0.031 0.061 0.1379
H 3.4472 0.0077 3.7418 0.142 -0.015 0.133 0.1218
H -5.3073 -1.6295 -0.0273 0.022 -0.146 0.114 0.1201
H -0.6847 -1.6329 3.6234 -0.047 -0.120 -0.094 0.1352
H 3.2738 1.2455 1.2169 0.084 -0.124 -0.060 0.1143
H 1.8313 -2.7167 -4.9642 0.030 -0.014 0.007 0.0949
H 2.1636 -4.1840 -3.1171 -0.011 -0.038 -0.099 0.1040
H 1.4605 1.4829 -1.8948 -0.006 -0.020 -0.003 0.1372
H -1.0733 -0.3400 -0.2976 0.008 0.007 -0.073 0.0589
H 0.5591 -0.6632 -2.5453 0.002 0.107 0.003 0.1486
H 0.2947 -1.9432 0.7348 0.075 -0.033 0.247 0.1459
H -1.7462 4.3648 -0.5317 -0.039 0.077 -0.060 0.0930
H 3.2180 -1.1546 0.6265 0.008 0.068 0.007 0.1007
H 2.3424 5.3819 1.7096 0.019 0.075 -0.014 0.1029
H -0.3468 4.2531 0.5217 -0.005 0.091 -0.009 0.0664
H -2.6009 2.6422 2.5861 -0.071 0.091 -0.026 0.1247
H 0.1369 2.4169 3.8567 -0.096 -0.058 0.082 0.1099
H -3.2016 0.3239 0.6860 -0.084 0.001 0.011 0.1013
H -2.7066 -1.8219 -4.3344 0.026 0.006 0.170 0.1358
H -4.1004 0.6395 2.1791 0.023 -0.055 -0.017 0.1351
H -1.9592 1.0343 -2.2419 0.161 0.012 -0.065 0.1191
H 0.5694 4.7864 3.3184 -0.047 0.067 0.042 0.1056
H -4.5064 0.8312 -3.4611 0.075 0.137 -0.196 0.1157
```
Forces are in eV/Å.

C32H38AsMoN6O9S3 | the ωB97M-V functional and the def2-TZVPD basis

Energy relative to the best compared isomer or geometry (same formula, charge and spin): 0.0 kJ/mol
Calculated total energy: -5745.535116 Eh
F_max: 0.359 eV Å⁻¹
E_HOMO: -16.22 eV
Total charge: +3

The geometry in XYZ format:
```
90
Properties=species:S:1:pos:R:3:forces:R:3:lowdin_charge:R:1
Mo -0.6232 -0.4229 0.3562 0.003 0.070 0.103 1.5467
As -0.8618 0.7557 3.4436 0.050 -0.036 -0.040 0.9996
S 2.3704 0.2999 1.8763 -0.238 0.003 -0.199 0.5863
S 1.4437 -0.0719 -0.8278 0.111 -0.025 -0.194 1.0668
S 0.3680 -2.1903 -2.3572 -0.075 -0.182 -0.046 0.7450
O -1.7211 -0.0931 4.6655 0.026 0.007 -0.015 -0.1675
O 1.2133 0.8513 0.8998 0.071 0.041 0.350 -0.6487
O -0.3252 -2.3256 -3.5860 0.020 0.016 0.004 -0.1884
O 1.2505 -0.9216 -2.3865 0.035 0.089 0.022 -0.5160
O -1.7595 1.9431 2.8192 -0.044 0.030 -0.074 -0.3913
O -0.7087 -0.4980 2.1705 0.096 -0.029 0.021 -0.5470
O 2.1436 -1.1050 2.0230 0.016 0.047 0.034 -0.2687
O 3.6011 0.7667 1.3082 0.068 0.022 -0.010 -0.2711
O -3.5033 5.4516 1.9033 -0.019 -0.010 0.007 -0.0909
N -1.4024 1.3119 -0.1526 -0.065 0.110 -0.120 0.0356
N -2.5057 3.4554 0.2489 0.033 0.049 -0.007 -0.0217
N 2.8580 2.0762 -1.2410 -0.001 0.008 -0.009 0.0687
N 1.0451 1.9603 -2.6732 0.003 0.009 -0.039 0.1009
N -0.6187 -1.9232 -1.0734 -0.051 -0.011 0.188 -0.2893
N -2.5902 -1.2137 0.4182 -0.037 -0.089 -0.181 -0.0515
C -1.7568 4.7309 0.4216 0.009 -0.047 -0.046 -0.0532
C -2.7763 -2.4139 -0.1937 0.112 -0.070 -0.104 -0.1570
C 3.1015 -5.6581 -1.5396 -0.032 0.047 -0.006 -0.2156
C 2.7863 -4.7573 -0.5157 0.002 -0.024 -0.036 0.0078
C 1.7691 1.5022 -1.6821 0.045 -0.054 0.064 -0.4154
C -1.8217 -4.0960 -1.6035 -0.019 -0.027 0.018 0.0199
C 3.1889 2.2139 5.2609 -0.055 0.000 0.025 -0.0020
C 4.0266 -6.8073 -1.2946 0.006 -0.021 0.005 -0.0154
C -1.9180 2.3501 0.0557 -0.079 -0.053 0.114 -0.1835
C 1.9941 2.2469 5.9531 0.034 -0.017 -0.047 -0.0077
C 0.8397 1.7392 5.3632 -0.055 0.020 0.060 -0.0600
C 0.8799 1.1781 4.0932 -0.051 0.007 0.052 -0.2440
C 4.2030 3.1282 -3.0527 0.004 0.006 -0.019 -0.0483
C -4.7897 -1.3521 1.3224 0.032 -0.031 -0.021 0.0046
C 2.0951 1.1435 3.4008 0.121 -0.033 -0.011 -0.2638
C 1.9374 -3.6921 -0.7375 0.002 0.023 0.115 -0.0382
C -3.9688 3.5339 0.5342 0.043 -0.029 -0.037 -0.0458
C -4.1588 4.2016 1.8878 -0.002 0.016 -0.020 -0.1648
C 3.2400 1.6616 3.9846 0.087 0.013 -0.010 -0.0186
C -3.9615 -3.1501 -0.0511 -0.002 -0.024 -0.018 -0.1216
C -3.5703 -0.6945 1.1447 -0.056 0.004 0.043 -0.0826
C 1.3966 -3.5297 -2.0110 0.002 0.012 -0.074 -0.3296
C -4.0548 -4.4057 -0.7011 0.027 0.028 0.003 0.0211
C -2.1075 5.3064 1.7864 0.010 0.002 0.006 -0.1693
C 1.6912 -4.4047 -3.0581 -0.018 0.002 -0.023 -0.0252
C 3.4112 3.3384 -1.7710 -0.036 -0.013 0.049 -0.1738
C 2.5403 -5.4626 -2.8063 0.018 -0.011 0.022 0.0100
C -4.9836 -2.5789 0.7346 0.018 0.029 0.012 0.0616
C -0.2169 1.4615 -3.2631 0.050 0.035 0.039 -0.2103
C -3.0044 -4.8572 -1.4449 -0.008 -0.023 -0.009 -0.0094
C -0.0131 1.0478 -4.7073 -0.021 -0.008 -0.011 -0.0464
C -1.7103 -2.8780 -0.9913 -0.164 0.092 0.080 -0.2215
H -5.9152 -3.1146 0.8681 -0.004 0.005 0.004 0.1437
H 1.2568 -4.2613 -4.0386 0.003 0.008 0.003 0.1309
H 2.7728 -6.1546 -3.6055 0.003 -0.002 0.002 0.1382
H 4.2402 -6.9355 -0.2361 0.003 0.001 -0.001 0.0892
H -0.9362 2.2776 -3.1857 0.000 0.001 -0.012 0.1288
H -4.3804 2.5266 0.5055 -0.016 0.008 0.010 0.1303
H 1.9447 2.6699 6.9469 -0.002 0.002 0.002 0.1331
H -4.9584 -4.9917 -0.5999 0.002 -0.004 -0.002 0.1369
H 3.3539 1.6190 -0.4748 0.005 0.002 0.001 0.1111
H -1.7175 4.6552 2.5772 0.000 -0.004 -0.010 0.1232
H -1.2191 -0.7727 5.1395 0.011 0.003 -0.010 0.0923
H -0.6926 4.5207 0.3268 0.003 0.019 0.014 0.1328
H 3.6029 -7.7338 -1.6818 0.008 0.000 -0.004 0.1006
H 3.5992 2.7009 -3.8557 0.004 0.001 -0.001 0.0751
H -3.0648 -5.8151 -1.9425 -0.008 0.000 0.005 0.1303
H 2.5838 4.0411 -1.9007 0.009 0.005 -0.022 0.1262
H -5.2183 4.3893 2.0507 0.000 0.001 0.000 0.1467
H 4.0917 2.6090 5.7056 0.003 0.000 0.002 0.1338
H -2.0789 5.4002 -0.3764 0.004 0.020 0.014 0.1440
H -3.7763 3.5534 2.6826 0.014 -0.009 0.017 0.1190
H 0.7014 0.2308 -4.7918 -0.003 0.004 0.010 0.0783
H 4.9714 -6.6417 -1.8162 0.001 -0.005 -0.002 0.1062
H 4.5862 4.0865 -3.4000 0.000 0.000 0.002 0.0982
H -0.5875 0.6500 -2.6464 -0.010 -0.024 -0.013 0.0696
H -4.4110 4.1327 -0.2622 -0.014 0.005 0.012 0.1462
H -1.0376 -4.5062 -2.2232 -0.006 0.014 0.008 0.1123
H -3.3714 0.2566 1.6280 0.006 -0.014 0.003 0.0982
H 4.1801 1.6203 3.4524 -0.017 -0.014 -0.016 0.1265
H -1.6683 6.2977 1.8834 0.001 0.001 0.001 0.1451
H 1.7015 -3.0174 0.0787 -0.001 0.009 -0.021 0.0979
H 5.0506 2.4671 -2.8794 -0.001 0.000 0.004 0.0936
H 1.4552 2.7410 -3.1756 -0.020 0.006 0.011 0.1511
H -5.5526 -0.8932 1.9341 -0.005 -0.003 -0.002 0.1284
H 4.0435 3.7416 -0.9833 0.008 -0.001 -0.006 0.1366
H -0.0955 1.7961 5.9084 -0.007 -0.008 -0.014 0.1230
H -0.9628 0.7185 -5.1269 0.005 0.001 0.000 0.0994
H 0.3378 1.8874 -5.3089 -0.002 -0.002 -0.002 0.0925
H 3.2079 -4.9040 0.4698 0.000 0.006 0.002 0.1314
```
Forces are in eV/Å.